8
Properties=species:S:1:pos:R:3 method="wB97M-V/def2-TZVPD" e_homo_ev="-14.61 / -14.46" multiplicity=1 total_charge=+1 relative_energy_kcal_mol=131.3 gap_ev="7.91 / 6.81"
C -0.076 0.724 -0.701
N 0.543 -0.013 0.197
N -1.124 0.225 -1.334
Br -1.815 0.556 -2.891
H 0.465 1.553 -1.006
H 1.400 0.479 0.543
H -0.030 -0.738 0.714
H -2.148 -1.060 -0.376

=====

34
Properties=species:S:1:pos:R:3 method="wB97M-V/def2-TZVPD" e_homo_ev=-12.39 multiplicity=1 total_charge=+1 gap_ev=8.25
C 3.058 -1.114 -0.906
O 1.982 -1.950 -1.432
C 0.781 -1.521 -0.791
N -0.283 -1.181 -1.765
C -1.309 -0.423 -1.486
N -2.250 -0.233 -2.527
N -1.405 0.094 -0.156
P -1.628 1.865 -0.132
P 0.204 2.909 -0.694
O 0.557 3.863 0.437
O -0.037 3.787 -2.115
O 1.520 1.911 -0.972
P -2.891 -0.612 0.613
N -2.537 -0.884 2.285
O -4.046 0.647 0.668
H 3.121 -1.208 0.213
H 4.046 -1.380 -1.368
H 2.833 -0.068 -1.247
H 1.024 -0.654 -0.110
H 0.380 -2.333 -0.120
H -0.188 -1.588 -2.701
H -3.109 0.188 -2.171
H -1.868 0.300 -3.308
H -1.798 2.180 1.263
H -0.062 3.177 -2.872
H 2.232 2.116 -0.341
H -3.153 -0.331 2.893
H -2.689 -1.868 2.504
H -4.699 0.520 -0.034
C 2.378 -1.214 3.407
Cl 2.014 -0.375 1.888
Cl 3.622 -2.444 3.173
H 2.730 -0.487 4.133
H 1.472 -1.691 3.770

=====

85
Properties=species:S:1:pos:R:3 method="wB97M-V/def2-TZVPD" e_homo_ev="-13.87 / -13.87" multiplicity=4 total_charge=+2 gap_ev="6.71 / 5.89"
Re -1.778 -0.682 -0.060
Br -7.693 -4.188 -3.315
C -6.391 -3.511 -2.154
C -5.740 -4.368 -1.273
C -4.772 -3.869 -0.420
C -4.459 -2.512 -0.449
C -5.099 -1.661 -1.339
C -6.073 -2.158 -2.186
N -3.444 -2.002 0.431
C -3.405 -2.443 1.639
C -2.257 -2.113 2.472
C -2.115 -2.556 3.769
C -0.938 -2.257 4.452
C 0.048 -1.538 3.804
C -0.157 -1.107 2.500
N -1.293 -1.384 1.848
H -5.980 -5.422 -1.265
H -4.237 -4.553 0.226
H -4.877 -0.604 -1.353
H -6.587 -1.497 -2.869
H -4.193 -3.078 2.033
H -2.906 -3.129 4.233
H -0.798 -2.592 5.470
H 0.981 -1.295 4.293
H 0.591 -0.530 1.970
C 4.240 0.616 -0.026
C 3.122 -0.157 0.655
C 2.559 -1.216 -0.283
C 3.601 -0.771 1.961
O 2.067 0.767 1.022
Si 0.916 1.504 0.147
O -0.221 0.331 -0.198
O 1.362 2.042 -1.295
C 1.733 3.355 -1.799
C 0.448 4.123 -2.063
C 2.493 3.096 -3.089
C 2.607 4.075 -0.783
O 0.186 2.648 1.018
C 0.000 3.081 2.384
C -1.310 2.488 2.890
C -0.089 4.599 2.333
C 1.169 2.643 3.254
H 5.041 -0.064 -0.315
H 4.654 1.366 0.649
H 3.869 1.113 -0.922
H 3.349 -1.902 -0.589
H 2.146 -0.751 -1.180
H 1.773 -1.802 0.203
H 4.474 -1.400 1.789
H 2.824 -1.394 2.409
H 3.874 0.012 2.666
H -0.157 3.606 -2.809
H 0.675 5.120 -2.440
H -0.131 4.227 -1.145
H 1.888 2.503 -3.773
H 3.422 2.560 -2.891
H 2.740 4.040 -3.575
H 2.063 4.250 0.146
H 2.914 5.043 -1.180
H 3.506 3.500 -0.565
H -2.159 2.904 2.345
H -1.447 2.713 3.947
H -1.311 1.401 2.771
H -0.840 4.909 1.606
H 0.870 5.033 2.047
H -0.366 4.997 3.309
H 1.185 1.562 3.394
H 1.090 3.117 4.232
H 2.116 2.936 2.802
Br 0.141 -0.414 -3.712
C 1.180 -1.964 -3.502
C 2.358 -2.076 -4.230
C 3.148 -3.208 -4.109
C 2.774 -4.241 -3.264
C 1.605 -4.142 -2.525
C 0.826 -3.002 -2.656
I -0.952 -3.019 -1.529
H 2.645 -1.272 -4.893
H 4.059 -3.281 -4.687
H 3.385 -5.128 -3.176
H 1.311 -4.942 -1.862
Cl -2.666 0.782 -1.801
C -2.890 1.080 -0.036
H -3.947 1.075 0.215
H -2.353 1.977 0.255

=====

18
Properties=species:S:1:pos:R:3 method="wB97M-V/def2-TZVPD" e_homo_ev=-11.59 multiplicity=1 total_charge=+1 relative_energy_kcal_mol=138.4 gap_ev=8.22
C -3.040 -0.306 -0.153
C -1.957 0.750 0.151
C -0.808 0.000 -0.256
C 2.421 0.137 -1.155
C 1.696 0.109 0.141
N -1.883 -0.638 0.649
N 1.916 -0.839 1.014
H -4.067 -0.301 0.327
H -3.067 -0.705 -1.251
H -2.217 1.587 0.678
H -0.672 -0.397 -1.187
H 2.728 -0.908 -1.268
H 3.272 0.816 -1.035
H 1.606 0.534 -1.908
H 1.074 0.883 0.378
H 1.619 -0.672 1.952
H 2.187 -1.720 0.667
H -1.837 -1.175 1.567

=====

10
Properties=species:S:1:pos:R:3 method="wB97M-V/def2-TZVPD" e_homo_ev=-10.11 multiplicity=1 total_charge=0 relative_energy_kcal_mol=3.1 smiles=CC#N.P gap_ev=10.85
C 1.861 -0.438 -0.397
C 2.236 0.935 -0.014
N 2.498 2.010 0.254
H 0.906 -0.624 0.035
H 2.713 -1.006 0.001
H 1.787 -0.587 -1.567
P -1.736 0.856 -0.097
H -1.870 0.576 -1.432
H -2.514 1.972 -0.312
H -0.445 1.286 -0.291

=====

13
Properties=species:S:1:pos:R:3 method="wB97M-V/def2-TZVPD" e_homo_ev=-15.21 multiplicity=1 total_charge=+1 relative_energy_kcal_mol=12.5 gap_ev=11.89
C 1.436 -1.373 1.511
N 0.094 -0.745 1.171
H 2.117 -0.713 0.943
H 1.622 -1.326 2.574
H 1.412 -2.400 1.132
H -0.189 0.049 1.755
H -0.700 -1.377 1.301
H -0.005 -0.433 0.196
O -0.343 0.594 -1.306
C -0.815 1.402 -2.050
O -1.903 2.090 -1.696
H -0.599 1.508 -3.144
H -2.128 2.724 -2.386

=====

100
Properties=species:S:1:pos:R:3 method="wB97M-V/def2-TZVPD" e_homo_ev="-0.74 / -2.44" multiplicity=4 total_charge=-2 relative_energy_kcal_mol=0.0 gap_ev="4.83 / 6.44"
Tc -0.194 0.222 -0.329
C -4.359 2.220 0.336
O -4.832 0.876 0.253
C -4.472 0.184 -0.876
C -5.472 -0.373 -1.640
C -5.165 -1.096 -2.794
C -3.847 -1.216 -3.168
C -2.800 -0.678 -2.401
C -1.460 -0.834 -2.944
N -0.381 -0.546 -2.307
N 0.810 -0.715 -3.002
C 1.820 -0.361 -2.251
O 1.744 0.129 -1.064
C 3.188 -0.531 -2.818
C 3.402 -1.237 -4.000
C 4.688 -1.392 -4.493
C 5.769 -0.844 -3.814
C 5.558 -0.141 -2.636
C 4.273 0.013 -2.137
C -3.096 0.006 -1.190
O -2.221 0.501 -0.353
H -5.225 2.874 0.467
H -3.822 2.511 -0.567
H -3.687 2.327 1.185
H -6.496 -0.228 -1.318
H -5.952 -1.538 -3.392
H -3.587 -1.747 -4.078
H -1.364 -1.209 -3.962
H 2.549 -1.662 -4.510
H 4.849 -1.949 -5.409
H 6.774 -0.969 -4.200
H 6.397 0.285 -2.100
H 4.086 0.548 -1.215
C 1.624 3.102 2.187
O 1.403 2.022 1.271
C 0.195 1.462 1.136
C -0.871 1.965 2.071
H 1.465 2.780 3.217
H 0.994 3.960 1.959
H 2.663 3.392 2.056
H -1.040 3.037 1.922
H -0.579 1.819 3.115
H -1.797 1.422 1.888
C -3.283 -1.756 2.102
Si -1.562 -2.341 2.598
C -1.782 -4.115 3.238
C -1.039 -1.327 4.108
Si -0.064 -2.056 0.835
Si 2.027 -2.421 1.803
C 2.077 -3.758 3.151
C 2.680 -0.844 2.599
C 3.296 -2.951 0.504
Si -0.401 -4.001 -0.420
C -2.234 -4.239 -0.829
C 0.157 -5.613 0.417
C 0.526 -4.009 -2.069
H -3.997 -1.873 2.924
H -3.656 -2.325 1.245
H -3.271 -0.706 1.801
H -2.471 -4.126 4.090
H -0.831 -4.545 3.561
H -2.197 -4.765 2.463
H -1.797 -1.390 4.896
H -0.911 -0.277 3.842
H -0.091 -1.684 4.519
H 1.448 -3.480 4.001
H 3.101 -3.890 3.519
H 1.722 -4.721 2.777
H 1.990 -0.481 3.366
H 2.774 -0.056 1.849
H 3.656 -1.009 3.066
H 3.049 -3.927 0.078
H 4.297 -3.017 0.943
H 3.331 -2.226 -0.313
H -2.819 -4.416 0.077
H -2.376 -5.097 -1.495
H -2.648 -3.353 -1.318
H -0.298 -5.750 1.400
H 1.243 -5.619 0.550
H -0.108 -6.472 -0.209
H 0.191 -3.211 -2.734
H 0.376 -4.970 -2.574
H 1.600 -3.870 -1.918
N 0.395 2.929 -2.208
C 0.543 4.006 -1.357
C 1.805 4.565 -1.123
C 1.957 5.606 -0.225
C 0.864 6.123 0.463
C -0.389 5.581 0.224
C -0.552 4.531 -0.672
S 1.116 7.378 1.714
O 1.973 8.374 1.080
O -0.222 7.856 2.040
O 1.770 6.657 2.803
H 1.170 2.626 -2.766
H -0.518 2.615 -2.479
H 2.668 4.154 -1.636
H 2.937 6.028 -0.039
H -1.234 5.985 0.767
H -1.534 4.095 -0.831

=====

10
Properties=species:S:1:pos:R:3 method="wB97M-V/def2-TZVPD" e_homo_ev=-8.20 multiplicity=1 total_charge=0 relative_energy_kcal_mol=92.7 gap_ev=8.80
C -1.507 0.279 0.318
C 0.450 -0.433 0.680
O -0.215 0.739 0.767
C 1.474 -0.282 -0.394
H -2.003 1.197 0.027
H -1.416 -0.352 -0.583
H -2.027 -0.286 1.094
H 1.415 -1.173 -1.033
H 1.388 0.638 -0.989
H 2.442 -0.328 0.113

=====

18
Properties=species:S:1:pos:R:3 method="wB97M-V/def2-TZVPD" e_homo_ev="-7.07 / -6.98" multiplicity=2 total_charge=0 relative_energy_kcal_mol=64.8 gap_ev="6.41 / 6.31"
V 0.080 -0.041 -0.039
Br -1.098 2.148 0.516
C -2.609 1.132 1.285
Br -2.091 -0.765 1.054
H -3.514 1.336 0.723
H -2.707 1.360 2.340
C 3.264 -3.012 -1.584
C 2.471 -1.784 -1.206
S 0.927 -2.059 -0.432
C 2.892 -0.529 -1.435
C 4.200 -0.192 -2.093
S 1.901 0.834 -0.961
H 2.716 -3.907 -1.297
H 4.233 -3.031 -1.081
H 3.446 -3.054 -2.660
H 4.758 -1.089 -2.357
H 4.814 0.415 -1.424
H 4.028 0.392 -3.000

=====

30
Properties=species:S:1:pos:R:3 method="wB97M-V/def2-TZVPD" e_homo_ev=-10.50 multiplicity=1 total_charge=0 relative_energy_kcal_mol=66.8 smiles=O.O.O.O.O.O.O.O.O.O gap_ev=9.92
O 2.583 -0.046 -1.902
H 2.733 -0.870 -2.364
H 2.863 -0.220 -1.003
O -2.683 -0.194 -2.183
H -2.660 -0.735 -2.972
H -1.763 -0.001 -1.998
O 2.628 -0.037 1.084
H 2.530 -0.817 1.631
H 3.331 0.461 1.500
O 0.390 -2.744 -3.220
H 1.015 -3.073 -3.867
H 0.931 -2.479 -2.477
O -0.471 0.165 -0.415
H 0.353 -0.278 -0.619
H -0.639 -0.051 0.502
O -0.325 -0.989 2.105
H 0.502 -1.445 2.264
H -0.992 -1.565 2.479
O -3.580 1.704 -0.436
H -3.083 1.189 -1.072
H -2.953 1.893 0.262
O -3.132 -0.946 0.970
H -2.911 -0.626 0.096
H -3.161 -0.159 1.514
O 0.800 1.398 3.064
H 1.032 2.033 2.386
H 0.593 0.597 2.582
O 1.689 2.693 0.882
H 2.345 3.309 0.557
H 2.034 1.831 0.651

=====

12
Properties=species:S:1:pos:R:3 method="wB97M-V/def2-TZVPD" e_homo_ev=-9.47 multiplicity=1 total_charge=0 relative_energy_kcal_mol=10.5 smiles="NC=O.NC=O" gap_ev=10.17
N -2.005 0.232 -2.165
C -2.001 0.115 -0.806
O -1.016 0.277 -0.128
H -2.767 -0.065 -2.726
H -1.369 0.857 -2.640
H -2.878 -0.343 -0.343
N 1.451 -0.512 1.147
C 2.594 -0.003 1.650
O 3.186 0.957 1.213
H 0.917 -1.110 1.737
H 1.001 0.071 0.450
H 2.887 -0.475 2.612

=====

14
Properties=species:S:1:pos:R:3 method="wB97M-V/def2-TZVPD" e_homo_ev=-9.07 multiplicity=1 total_charge=0 relative_energy_kcal_mol=118.4 smiles="COC(=O)N(C)O" gap_ev=9.73
C -2.210 -0.075 0.184
O -0.867 0.175 -0.402
C 0.032 -0.776 -0.167
O -0.297 -2.020 -0.178
N 1.299 -0.226 -0.072
C 1.397 1.176 -0.060
O 2.313 -1.132 0.151
H -2.262 -0.303 1.381
H -2.634 0.966 -0.005
H -2.678 -1.035 -0.326
H 0.509 1.615 -0.611
H 2.215 1.649 -0.746
H 1.330 1.978 1.009
H 1.852 -1.992 -0.160

=====

| no. | energy (a.u.) |
| --- | --- |
| 1 | -2723.57389 |
| 2 | -2701.48337 |
| 3 | -7890.31179 |
| 4 | -306.16289 |
| 5 | -475.85219 |
| 6 | -285.99855 |
| 7 | -3616.13908 |
| 8 | -192.99554 |
| 9 | -7083.65359 |
| 10 | -764.37545 |
| 11 | -339.81588 |
| 12 | -398.84898 |